1.
{
  "formula": "C7H12O",
  "method": "ωB97M-V with the def2-TZVPD basis set",
  "species": ["O", "C", "C", "C", "C", "C", "C", "C", "H", "H", "H", "H", "H", "H", "H", "H", "H", "H", "H", "H"],
  "positions_angstrom": [[-2.921162, -0.190468, 0.961176], [1.527758, 0.898543, -0.301119], [-0.255441, -0.738590, 0.025406], [1.014595, -0.339838, -0.705636], [-1.442191, -1.062628, -0.944388], [3.763898, 1.552730, 1.067709], [2.708416, 1.322948, 0.253186], [-2.788683, -0.511753, -0.496431], [3.828393, 1.281065, 2.089366], [-0.562839, 0.188108, 0.417512], [-3.580751, -1.209603, -0.823920], [1.763632, -1.140935, -0.938948], [-2.637117, -1.341204, 0.780758], [-1.069534, -0.489656, -1.849369], [4.645320, 1.957947, 0.704091], [0.727709, 1.616042, -0.439528], [-2.263013, -2.835871, 0.384438], [-0.169569, -1.425108, 0.870422], [-1.381808, -2.186362, -1.192961], [-3.101243, 0.380848, -1.083629]],
  "atomic_forces_ev_per_a": [[1.61, -4.99, -3.30], [1.14, 2.38, 0.00], [-0.53, 0.84, -2.11], [1.14, -3.38, 2.55], [2.44, -0.80, -1.15], [-3.52, -0.99, -2.51], [0.63, -1.17, 1.28], [-2.01, 2.32, -1.02], [-0.64, -0.23, 0.93], [-0.56, 1.14, 1.10], [0.39, -0.05, 0.41], [-0.85, 0.63, -0.39], [-0.82, 1.84, 3.37], [-0.78, -0.55, -0.01], [1.51, 0.83, -1.01], [0.07, 0.77, 0.72], [0.12, 0.57, 0.41], [0.33, -0.70, -0.16], [-0.44, 1.61, 0.49], [0.76, -0.07, 0.41]],
  "de_lowest_kcal_mol": 253.7,
  "spin_multiplicity": 1,
  "max_force_ha_per_bohr": 0.12053,
  "lumo_energy_ev": -3.2,
  "total_charge": 0,
  "gap_ev": 3.75,
  "total_energy_ha": -348.7443
}



2.
{
  "formula": "C18H23CsN5O",
  "method": "ωB97M-V with the def2-TZVPD basis set",
  "species": ["Cs", "O", "N", "N", "N", "N", "N", "C", "C", "C", "C", "C", "C", "C", "C", "C", "C", "C", "C", "C", "C", "C", "C", "C", "C", "H", "H", "H", "H", "H", "H", "H", "H", "H", "H", "H", "H", "H", "H", "H", "H", "H", "H", "H", "H", "H", "H", "H"],
  "positions_angstrom": [[-0.060682, -0.131407, 0.298664], [-0.470915, -0.994690, 5.140719], [-1.734061, -2.671549, 0.697190], [1.247650, 2.255683, -5.692941], [0.957207, 1.271954, 2.775342], [-0.620001, -1.104373, 2.844896], [0.749721, 1.300177, -3.429573], [-3.004772, -4.541876, -0.110210], [1.443124, 2.576078, -3.271486], [2.134446, 2.985188, 3.977693], [1.610777, 3.270139, -4.643991], [1.596128, 0.367941, -4.169785], [-2.704100, -4.209838, 2.230079], [1.696409, 2.382548, 2.814824], [-0.218874, 1.933770, -5.610479], [2.060133, 1.004975, -5.501181], [-3.233439, -4.953306, 1.200812], [-0.503457, 1.506765, -4.150786], [-2.254286, -3.403450, -0.296577], [-0.227501, -0.571246, 3.997750], [-1.950032, -3.060831, 1.953374], [1.016604, 1.245681, 5.160018], [1.781003, 2.395108, 5.183388], [0.617774, 0.704391, 3.938565], [-1.401075, -2.293823, 3.126951], [-3.816705, -5.841435, 1.406716], [-0.411715, 1.140102, -6.330250], [-1.081895, 2.269988, -3.631804], [2.098091, 2.826931, 6.123933], [0.941044, 4.118236, -4.775648], [-2.051477, -3.047212, -1.303720], [0.702517, 0.729580, 6.055041], [3.106738, 1.304227, -5.486533], [-3.397530, -5.089481, -0.955373], [-0.821082, -3.005902, 3.731917], [2.460972, 0.103112, -3.563817], [-2.253219, -2.054157, 3.779550], [2.731522, 3.885630, 3.933759], [2.631245, 3.595713, -4.836082], [1.890625, 0.363468, -6.363729], [1.449912, 2.643617, -6.612304], [1.956753, 2.820760, 1.853755], [0.875915, 3.216441, -2.598008], [-0.771099, 2.821961, -5.911203], [2.413330, 2.389996, -2.812638], [-1.084608, 0.586194, -4.139822], [1.029948, -0.543865, -4.355387], [-2.859435, -4.496569, 3.262226]],
  "atomic_forces_ev_per_a": [[0.00, 0.00, -0.07], [0.00, 0.00, 0.02], [0.09, 0.14, -0.01], [0.01, 0.01, -0.02], [-0.04, -0.06, 0.04], [-0.11, -0.17, 0.20], [0.00, 0.01, 0.00], [0.01, 0.01, 0.01], [-0.01, -0.01, 0.01], [-0.01, -0.01, -0.01], [0.01, 0.03, 0.03], [0.00, 0.00, 0.02], [-0.01, -0.01, -0.01], [0.01, 0.02, -0.08], [-0.04, 0.00, 0.01], [0.02, -0.04, 0.01], [0.01, 0.01, 0.01], [0.01, -0.01, 0.01], [0.00, 0.00, -0.02], [0.04, 0.06, -0.12], [0.02, 0.04, -0.03], [0.01, 0.01, 0.01], [-0.01, -0.02, -0.01], [-0.02, -0.03, 0.00], [0.04, 0.05, 0.05], [0.00, 0.00, 0.00], [0.01, 0.00, 0.00], [0.00, 0.01, -0.01], [0.00, 0.00, 0.00], [-0.01, -0.01, -0.01], [-0.01, -0.01, 0.00], [0.01, 0.01, 0.01], [0.00, 0.01, 0.00], [0.00, 0.00, 0.00], [-0.01, -0.01, -0.01], [0.00, 0.00, -0.01], [-0.01, -0.01, -0.01], [0.00, 0.00, 0.02], [0.00, -0.01, -0.01], [-0.01, 0.01, 0.00], [0.00, 0.00, 0.00], [-0.01, -0.01, 0.00], [0.00, 0.01, -0.01], [0.01, 0.00, 0.00], [0.00, 0.00, -0.01], [0.00, 0.00, -0.01], [0.00, 0.00, -0.01], [0.00, 0.00, 0.00]],
  "de_lowest_kcal_mol": 24.7,
  "spin_multiplicity": 1,
  "max_force_ha_per_bohr": 0.00558,
  "lumo_energy_ev": -3.5,
  "total_charge": 1,
  "gap_ev": 5.44,
  "total_energy_ha": -1068.6198
}